# CCl3FS2

CCl3FS2 as an isolated structure at a distorted geometry (ωB97M-V/def2-TZVPD, OMol25).

Geometry as ORCA input:
```
! wB97M-V def2-TZVPD RIJCOSX def2/J DEFGRID3
* xyz 0 1
C 1.1303 0.0590 0.1190
F 2.0762 -0.4719 0.8257
S -0.6085 -1.4114 0.4936
S -2.2078 -0.2911 0.5432
Cl 0.5016 1.4907 0.7995
Cl 1.6163 -0.0348 -1.5422
Cl -2.5082 0.6595 -1.2389
*
```

Summary:
DFT total energy ... -62991.026 eV
Largest force on an atom ... 0.06313 Eh/bohr
LUMO level ... -0.911 eV
Frontier orbital gap ... 8.027 eV
Relative energy (zero: lowest compared OMol25 entry of this formula, charge and spin) ... 20.0 kcal/mol